Here is one molecule with the formula C3H4N2S from the Open Molecules 2025 dataset. Energies are from ωB97M-V with the def2-TZVPD basis set.

Each line ends with the Löwdin charge.
Element x y z (Å)
S -0.431 1.435 -0.055  0.96
N -2.262 -0.560 0.036  0.07
N 1.309 -0.581 -0.065  -0.04
C 0.202 -1.137 -0.142  -0.12
C 1.284 0.869 0.049  -0.49
C -1.106 -0.123 -0.043  -0.72
H 0.155 -2.237 -0.176  0.11
H 1.774 1.019 0.950  0.05
H 2.045 1.161 -0.744  0.11
H -2.971 0.153 0.191  0.05

Calculated values
LUMO level: 0.81 eV
HOMO-LUMO gap: 10.298 eV
ΔE to the lowest compared entry with this formula, charge and spin: 35.6 kcal per mole
Electronic energy: -624.36900 Eh
Multiplicity: 1

Here is one molecule with the formula C3H4N2S from the Open Molecules 2025 dataset. Energies are from ωB97M-V with the def2-TZVPD basis set.

Each line ends with the Löwdin charge.
Element x y z (Å)
S 1.619 -0.764 1.027  0.75
N -0.909 1.429 -0.628  0.03
N -0.661 0.427 -1.627  0.03
C -0.077 -0.458 0.482  -0.62
C -0.274 -0.641 -1.041  -0.18
C -0.614 0.958 0.511  -0.20
H 2.245 0.186 0.331  -0.13
H -0.676 -1.132 1.102  0.10
H 0.042 -1.522 -1.588  0.11
H -0.696 1.518 1.430  0.11

Calculated values
LUMO level: 0.03 eV
HOMO-LUMO gap: 9.712 eV
ΔE to the lowest compared entry with this formula, charge and spin: 47.9 kcal per mole
Electronic energy: -624.34939 Eh
Multiplicity: 1

Here is one molecule with the formula C3H4N2S from the Open Molecules 2025 dataset. Energies are from ωB97M-V with the def2-TZVPD basis set.

Each line ends with the Löwdin charge.
Element x y z (Å)
S -1.961 0.055 -0.085  0.74
N 0.599 -1.164 -0.014  0.02
N -0.258 -0.028 0.250  -0.52
C 1.841 0.727 -0.065  -0.11
C 1.846 -0.734 -0.086  -0.14
C 0.553 1.131 0.014  -0.17
H -2.166 -1.229 0.432  -0.10
H 2.772 1.134 0.256  0.08
H 0.358 2.256 -0.046  0.14
H 2.586 -1.440 -0.109  0.07

Calculated values
LUMO level: 0.67 eV
HOMO-LUMO gap: 9.510 eV
ΔE to the lowest compared entry with this formula, charge and spin: 64.9 kcal per mole
Electronic energy: -624.32235 Eh
Multiplicity: 1

Here is a 2-piece molecular cluster, C3H4N3 overall from the Open Molecules 2025 dataset. Energies are from ωB97M-V with the def2-TZVPD basis set.

Each line ends with the Löwdin charge.
Element x y z (Å)
N 0.788 -0.807 1.063  0.31
N -0.163 -0.305 0.715  -0.07
N -1.259 0.169 0.730  0.16
C 2.635 0.098 0.105  0.10
C 3.650 0.634 -0.335  0.08
C -2.340 -0.088 -0.169  0.00
H -3.187 0.593 0.051  0.12
H 4.504 0.887 -0.955  0.06
H -2.116 0.094 -1.137  0.06
H -2.512 -1.276 -0.067  0.18

Calculated values
Net charge: +1
LUMO level (spin up / spin down): -8.67 / -7.83 eV
HOMO-LUMO gap (spin up / spin down): 7.094 / 7.380 eV
ΔE to the lowest compared entry with this formula, charge and spin: 180.1 kcal per mole
Electronic energy: -280.34199 Eh
Multiplicity: 1

Here is a 2-piece molecular cluster, C3H4N3 overall from the Open Molecules 2025 dataset. Energies are from ωB97M-V with the def2-TZVPD basis set.

Each line ends with the Löwdin charge.
Element x y z (Å)
N -0.478 1.122 -1.351  0.03
N -0.303 -1.841 3.153  0.11
N 0.254 0.127 -0.913  0.09
C 0.238 -0.978 -0.550  0.25
C 0.011 -1.493 2.083  -0.01
C -0.086 2.077 -2.018  0.10
H 0.977 2.064 -2.330  0.12
H -0.846 2.860 -2.191  0.13
H 0.671 -1.810 -0.009  0.07
H -0.438 -2.127 4.126  0.12

Calculated values
Net charge: +1
LUMO level: -5.72 eV
HOMO-LUMO gap: 9.892 eV
ΔE to the lowest compared entry with this formula, charge and spin: 57.2 kcal per mole
Electronic energy: -280.53786 Eh
Multiplicity: 1

Here is an isolated ion of composition C3H4N3 and charge +1 from the Open Molecules 2025 dataset. Energies are from ωB97M-V with the def2-TZVPD basis set.

Each line ends with the Löwdin charge.
Element x y z (Å)
N 2.882 -0.172 1.574  0.25
N 2.818 -1.113 0.782  0.26
N 0.743 0.268 0.169  0.23
C -0.375 0.530 -0.412  -0.02
C 1.836 -0.104 0.643  -0.19
C -1.723 -0.051 -0.330  0.02
H -1.929 -0.454 -1.268  0.09
H -0.183 1.256 -1.139  0.14
H -2.269 0.844 -0.221  0.10
H -1.800 -1.004 0.202  0.12

Calculated values
Net charge: +1
LUMO level: -5.58 eV
HOMO-LUMO gap: 10.383 eV
ΔE to the lowest compared entry with this formula, charge and spin: 55.1 kcal per mole
Electronic energy: -280.54130 Eh
Multiplicity: 1

Repeat the sixth record exactly.
Here is an isolated ion of composition C3H4N3 and charge +1 from the Open Molecules 2025 dataset. Energies are from ωB97M-V with the def2-TZVPD basis set.

Each line ends with the Löwdin charge.
Element x y z (Å)
N 2.882 -0.172 1.574  0.25
N 2.818 -1.113 0.782  0.26
N 0.743 0.268 0.169  0.23
C -0.375 0.530 -0.412  -0.02
C 1.836 -0.104 0.643  -0.19
C -1.723 -0.051 -0.330  0.02
H -1.929 -0.454 -1.268  0.09
H -0.183 1.256 -1.139  0.14
H -2.269 0.844 -0.221  0.10
H -1.800 -1.004 0.202  0.12

Calculated values
Net charge: +1
LUMO level: -5.58 eV
HOMO-LUMO gap: 10.383 eV
ΔE to the lowest compared entry with this formula, charge and spin: 55.1 kcal per mole
Electronic energy: -280.54130 Eh
Multiplicity: 1